13 unconnected molecules or ions with the total composition C23H77O28P5. Source: OMol25; level of theory: ωB97M-V/def2-TZVPD.

```
133
Properties=species:S:1:pos:R:3:forces:R:3:lowdin_charge:R:1
C -3.228 -0.785 6.645 1.3674 0.3577 -0.0271 -0.191
O -4.389 -1.534 6.559 -1.2630 -0.4566 -0.1205 -0.119
H -3.187 -0.205 7.567 0.0990 0.1496 0.0423 0.081
H -2.377 -1.466 6.602 0.4129 0.1527 0.1239 0.076
H -3.121 -0.105 5.801 -0.3423 -0.0258 -0.0069 0.079
H -4.400 -2.074 7.353 -0.3064 -0.1591 -0.0652 0.077
C -5.924 5.057 3.540 0.6181 -0.9461 0.4112 -0.127
O -5.651 4.183 4.682 -0.5327 0.8472 -0.5991 -0.139
H -6.521 5.947 3.736 -0.0292 -0.1509 0.6306 0.071
H -4.939 5.370 3.193 -0.2086 0.0855 -0.4132 0.072
H -6.462 4.467 2.799 0.2182 0.2135 -0.3118 0.072
H -6.075 3.350 4.464 -0.0269 -0.0835 0.2871 0.053
C -0.940 5.529 5.648 1.2886 1.4350 -0.9449 -0.216
O -1.519 4.314 5.767 -1.4495 -2.5124 0.4536 -0.107
H -1.413 6.277 6.285 0.3408 0.2587 0.1212 0.083
H 0.122 5.376 5.837 0.0042 0.4320 0.4816 0.083
H -0.975 5.838 4.603 -0.0890 0.6041 -0.1715 0.075
H -2.449 4.403 5.545 -0.1586 -0.2384 0.0346 0.076
C -7.534 -0.086 2.739 0.1155 -1.3138 0.9955 -0.146
O -7.634 0.257 4.134 -0.3866 0.9007 -0.6319 -0.133
H -7.429 -1.170 2.769 0.3407 -0.1599 -0.7494 0.070
H -8.451 0.077 2.174 -0.0856 0.5506 0.4574 0.077
H -6.687 0.378 2.233 0.0171 0.0932 0.0663 0.069
H -7.024 -0.291 4.635 0.0783 -0.0429 -0.1111 0.064
C -0.600 0.058 -7.457 1.5896 0.1577 -1.0870 -0.201
O -1.430 0.797 -6.644 -1.4322 -0.1342 1.2947 -0.109
H 0.316 0.648 -7.462 0.6574 -0.4890 -0.6592 0.076
H -0.382 -0.927 -7.045 -0.0557 -0.1818 -0.1875 0.080
H -0.981 -0.031 -8.474 -0.1188 -0.0211 0.0709 0.079
H -1.249 0.365 -5.806 -0.6457 0.6670 0.6180 0.075
C -6.915 -5.591 4.272 -0.0722 0.1575 0.9894 -0.159
O -6.906 -6.841 4.971 0.4301 0.0227 -0.5388 -0.126
H -7.701 -5.043 4.792 -0.0845 0.3805 -0.5770 0.077
H -5.982 -5.046 4.417 0.0872 0.0479 0.0980 0.071
H -7.074 -5.649 3.196 -0.2917 -0.3627 0.0343 0.072
H -5.985 -7.076 5.108 -0.0657 -0.2347 -0.0037 0.066
C -6.202 -0.486 -3.587 -1.1310 -0.4132 0.1832 -0.147
O -7.318 -1.333 -3.852 -0.2217 -0.9874 -0.5133 -0.146
H -6.719 0.316 -3.059 1.1303 0.7666 0.0195 0.073
H -5.449 -0.985 -2.977 0.0755 0.1912 0.0419 0.075
H -5.782 -0.222 -4.557 0.0451 0.3531 0.2598 0.079
H -7.384 -2.036 -3.202 0.1208 0.0932 0.0127 0.066
C -6.607 5.492 -1.319 0.0684 0.3658 -0.5481 -0.167
O -5.223 5.800 -1.352 0.1814 0.0693 0.4324 -0.128
H -6.771 4.415 -1.321 -0.1963 -0.0287 0.1312 0.073
H -7.069 5.968 -0.454 0.2886 -0.2085 0.1546 0.076
H -7.080 5.947 -2.190 -0.3052 -0.1876 -0.1469 0.073
H -4.848 5.437 -2.158 -0.0327 -0.0222 -0.0191 0.072
C 1.784 -1.102 -0.935 -0.4020 0.5106 -0.0951 -0.065
O 0.571 -1.744 -0.403 -0.1631 1.1653 0.2077 -0.218
P -0.797 -0.909 -0.584 -1.0693 0.1612 -0.4315 0.438
O -1.025 -0.433 -1.965 0.0504 -0.4100 0.9994 -0.246
O -1.938 -1.945 -0.062 1.3894 1.2378 -1.0580 -0.213
C -2.036 -2.293 1.294 -0.1434 -0.7955 1.2865 -0.127
O -0.836 0.287 0.517 1.8064 -2.0092 -0.6088 -0.235
C -1.789 1.293 0.635 -1.3789 0.7824 -0.2809 -0.120
H 2.632 -1.227 -0.261 -0.3888 -0.2738 0.1905 0.085
H 1.597 -0.036 -1.063 0.0691 0.0343 0.1156 0.079
H 2.050 -1.472 -1.926 -0.3176 -0.3940 0.1479 0.089
H -3.004 -1.993 1.697 -0.0757 0.0806 -0.1814 0.088
H -1.275 -1.895 1.965 0.2087 0.3650 -0.3669 0.088
H -1.951 -3.375 1.390 -0.1064 -0.0647 -0.1539 0.088
H -1.596 2.183 0.035 0.7154 0.0045 0.0899 0.090
H -1.859 1.549 1.692 -0.0144 0.0770 -0.1241 0.094
H -2.771 1.004 0.259 -0.1534 -0.4895 0.2397 0.088
C 1.403 -6.009 3.865 -0.6281 -0.1476 0.2210 -0.100
O 1.598 -4.655 3.442 1.0821 1.3036 -0.5000 -0.237
P 2.615 -3.667 4.237 -0.1186 0.0202 0.1957 0.487
O 2.378 -3.742 5.690 0.7344 -0.1904 -0.5790 -0.247
O 2.337 -2.148 3.666 0.6488 -2.6424 -0.3979 -0.239
C 3.237 -1.035 3.907 0.1744 -0.7035 -0.3166 -0.077
O 4.107 -4.122 3.698 -3.1435 2.2325 -0.2242 -0.242
C 4.824 -5.236 4.118 1.3692 -0.0515 0.6523 -0.137
H 1.134 -6.642 3.020 -0.0335 0.4676 -0.3347 0.086
H 0.548 -5.989 4.540 0.2562 -0.2812 0.2546 0.092
H 2.265 -6.509 4.309 0.1090 0.4970 0.2773 0.078
H 3.809 -0.774 3.017 -0.5101 -0.0698 -0.4446 0.081
H 4.036 -1.323 4.589 -0.5010 0.2980 0.7002 0.086
H 2.563 -0.224 4.184 0.5596 0.0101 0.3709 0.096
H 4.465 -5.712 5.031 -0.2863 0.0579 -0.0732 0.089
H 5.783 -4.769 4.344 0.4216 -0.7584 0.1305 0.092
H 4.945 -5.952 3.305 -0.1705 -0.0305 0.0358 0.092
C 2.629 10.257 -0.638 -0.3454 1.2993 0.2123 -0.108
O 2.408 8.915 -0.193 -0.0643 0.3764 -0.5119 -0.207
P 1.105 8.544 0.647 -1.1776 -0.5956 1.3310 0.473
O 1.216 8.846 2.106 -0.3795 -0.2640 -2.2458 -0.252
O 0.926 6.949 0.299 0.9154 1.4315 0.1801 -0.230
C 1.773 6.003 0.996 -0.4685 -0.7320 0.8912 -0.102
O -0.225 9.233 -0.063 2.2122 -0.5223 1.9232 -0.226
C -0.416 9.250 -1.454 -0.9586 -1.1308 -0.6342 -0.128
H 3.465 10.810 -0.210 0.5884 -1.0079 0.4071 0.088
H 1.826 10.917 -0.311 -0.5102 -0.1995 -0.3306 0.084
H 2.758 10.329 -1.718 -0.2558 -0.4673 0.0237 0.091
H 1.104 5.290 1.478 -0.1795 0.0978 0.0332 0.081
H 2.380 6.415 1.803 -0.1492 0.5518 -0.1975 0.083
H 2.430 5.376 0.394 -0.1307 0.6404 -0.7942 0.084
H -0.029 10.144 -1.943 0.3514 -0.2530 0.0518 0.087
H -1.491 9.200 -1.632 -0.1475 0.4414 0.2020 0.090
H -0.110 8.281 -1.847 0.6890 0.3182 -0.5281 0.090
C 2.533 -6.662 -2.004 -0.2718 0.6219 2.0592 -0.131
O 2.636 -6.083 -3.256 -0.1460 0.1655 -1.7100 -0.209
P 1.970 -6.688 -4.574 -1.3444 -0.3707 1.3536 0.386
O 2.412 -5.941 -5.728 0.3564 0.2880 -0.8667 -0.207
O 2.321 -8.252 -4.473 -1.2963 1.2665 0.0253 -0.208
C 3.589 -8.590 -4.973 1.1846 -0.8786 -0.5186 -0.122
O 0.367 -6.694 -4.325 1.7718 -0.9802 0.0014 -0.217
C -0.312 -5.463 -4.145 -0.4060 0.5751 -0.0842 -0.105
H 3.534 -6.721 -1.577 0.0008 -0.5190 -0.0725 0.092
H 1.953 -7.579 -1.895 0.3171 -0.2475 -0.5718 0.096
H 2.015 -5.937 -1.377 -0.1286 0.0646 0.2083 0.087
H 3.459 -9.308 -5.783 0.0090 0.0582 -0.0391 0.093
H 4.178 -9.076 -4.195 -0.1115 0.0398 0.1458 0.091
H 4.161 -7.744 -5.353 -0.1880 0.1168 0.0073 0.086
H -0.944 -5.267 -5.010 0.0390 -0.1028 -0.0244 0.091
H 0.361 -4.613 -4.035 0.1111 -0.0700 0.1057 0.087
H -0.947 -5.550 -3.263 0.1006 0.0151 0.0013 0.090
C 8.455 -1.474 -2.805 0.3952 -3.2970 1.5921 -0.166
O 8.504 -0.594 -3.847 -0.5859 2.9702 -1.0544 -0.202
P 7.544 0.693 -3.725 -1.4006 0.9729 -1.1464 0.510
O 7.300 1.198 -2.350 0.3386 -0.7257 -1.7914 -0.238
O 8.154 1.757 -4.819 -0.6380 -1.7373 0.9261 -0.219
C 9.384 2.433 -4.645 1.0441 0.8847 0.7077 -0.120
O 6.157 0.236 -4.519 1.8751 1.2011 3.2214 -0.220
C 6.165 -0.366 -5.759 -0.1243 -0.1378 -1.9070 -0.151
H 7.749 -1.363 -1.982 -0.2514 0.9277 -0.3170 0.092
H 9.432 -1.597 -2.337 0.1454 0.2030 -0.1102 0.093
H 8.196 -2.436 -3.249 0.0992 -0.2800 0.0975 0.092
H 9.983 2.139 -3.783 -0.3850 -0.4951 0.2703 0.086
H 9.207 3.496 -4.484 -0.3064 -0.0008 -0.1654 0.089
H 10.081 2.345 -5.479 -0.5655 -0.3461 -0.4281 0.087
H 7.144 -0.292 -6.232 -0.0546 -0.1013 -0.1731 0.085
H 5.427 0.168 -6.357 0.1684 0.1053 -0.2656 0.092
H 5.824 -1.401 -5.772 0.2251 -0.1574 0.5524 0.090
```
Forces are in eV/Å.

Multiplicity = 1
Highest occupied orbital energy = -9.920 eV
E_LUMO = 0.0078 eV
ΔE to the lowest compared entry with this formula, charge and spin = 88.5 kcal per mole
Energy = -4736.158977 hartree